# 1
A structure of composition C3H5FO3 in a non-equilibrium geometry, computed with the ωB97M-V functional and the def2-TZVPD basis.

The HOMO-LUMO gap is 9.456 eV. The calculation puts the molar mass at 108.1 g/mol. As for the electronic energy: -12049.4160 eV. Its energy above the lowest of the compared OMol25 structures with the same formula, charge and spin is 2.5084 eV. Its strongest force on any atom is 4.9 eV/Å.

The geometry in ORCA input format:
```
! wB97M-V def2-TZVPD RIJCOSX def2/J DEFGRID3
* xyz 0 1
C 1.48 -0.92 -0.58
C -0.76 -0.04 0.43
C 1.03 0.45 -0.33
O 2.08 -1.62 0.20
O -1.69 -0.29 -0.49
O 1.53 1.25 0.66
F 0.80 1.17 -1.41
H 1.10 -1.17 -1.57
H -0.56 -0.96 1.13
H -0.87 0.84 0.92
H -2.23 0.48 -0.79
H 2.33 0.75 1.12
*
```

natural (NBO) population analysis, charges in e, atoms 1 to 6:
1. C 0.34
2. C -0.04
3. C 0.49
4. O -0.54
5. O -0.70
6. O -0.71

# 2
A structure of composition C22H28ClN6RbS2Si, computed with the ωB97M-V functional and the def2-TZVPD basis.

The HOMO-LUMO gap is 5.917 eV. The calculation puts the molar mass at 589.6 g/mol. As for the electronic energy: -74939.4860 eV. Its energy above the lowest of the compared OMol25 structures with the same formula, charge and spin is 0.5944 eV. Its strongest force on any atom is 1.0 eV/Å.

The geometry in ORCA input format:
```
! wB97M-V def2-TZVPD RIJCOSX def2/J DEFGRID3
* xyz -2 1
Rb -0.30 0.46 -0.98
C -4.59 1.13 2.85
C -3.54 0.79 1.83
N -2.38 1.34 1.81
N -2.01 2.08 2.86
C -1.52 3.27 2.75
N -0.86 3.72 3.90
S -1.70 4.37 1.44
C -3.85 -0.22 0.79
C -5.11 -0.83 0.74
C -5.37 -1.79 -0.23
C -4.38 -2.11 -1.14
C -3.16 -1.45 -1.03
N -2.89 -0.56 -0.08
H -4.17 1.86 3.54
H -4.91 0.26 3.43
H -5.47 1.57 2.37
H -0.50 2.96 4.46
H -0.17 4.42 3.68
H -5.88 -0.55 1.45
H -6.33 -2.28 -0.26
H -4.55 -2.83 -1.94
H -2.37 -1.65 -1.75
C 4.81 -5.71 0.83
Si 4.48 -3.99 0.11
C 5.98 -2.98 0.61
C 4.38 -4.24 -1.74
C 2.85 -3.43 0.83
C 2.11 -4.23 1.68
C 0.85 -3.84 2.13
C 0.36 -2.64 1.64
N 1.03 -1.83 0.83
C 2.28 -2.17 0.43
S 3.17 -1.06 -0.54
H 5.74 -6.13 0.42
H 4.00 -6.41 0.59
H 4.91 -5.68 1.92
H 6.91 -3.48 0.32
H 5.99 -2.83 1.70
H 5.93 -1.99 0.14
H 5.34 -4.57 -2.15
H 4.10 -3.30 -2.22
H 3.62 -4.99 -1.98
H 2.51 -5.18 2.02
H 0.26 -4.45 2.80
H -0.64 -2.30 1.92
C -0.35 6.96 -3.79
C -0.25 5.65 -3.05
C 0.97 5.08 -2.75
C 1.00 3.89 -2.03
N -0.09 3.26 -1.61
C -1.27 3.80 -1.92
C -1.39 4.98 -2.63
H 0.64 7.36 -4.02
H -0.89 7.70 -3.19
H -0.90 6.84 -4.73
H 1.90 5.55 -3.07
H 1.95 3.43 -1.78
H -2.14 3.27 -1.57
H -2.38 5.38 -2.85
Cl -1.75 0.33 -3.78
*
```

natural (NBO) population analysis, charges in e, atoms 1 to 6:
1. Rb 0.93
2. C -0.68
3. C 0.13
4. N -0.16
5. N -0.47
6. C 0.27

# 3
A cluster of 8 separate species, C6H31N2O7 in total in a non-equilibrium geometry, computed with the ωB97M-V functional and the def2-TZVPD basis.

The HOMO-LUMO gap is 9.300 eV. The calculation puts the molar mass at 243.3 g/mol. As for the electronic energy: -24029.4361 eV. Its energy above the lowest of the compared OMol25 structures with the same formula, charge and spin is 3.9488 eV. Its strongest force on any atom is 5.4 eV/Å.

The geometry in ORCA input format:
```
! wB97M-V def2-TZVPD RIJCOSX def2/J DEFGRID3
* xyz 1 1
N 1.25 0.06 2.20
C 0.88 -1.08 1.21
C 0.54 -2.36 2.03
C -0.45 -0.71 0.46
N -0.32 0.26 -0.63
C 0.24 1.60 -0.31
C -0.46 2.73 -1.33
C 0.52 -0.05 -1.81
H 0.41 0.76 2.29
H 1.99 0.61 1.90
H 1.48 -0.31 3.12
H 1.83 -1.31 0.51
H 1.37 -2.48 2.78
H -0.44 -2.25 2.53
H 0.59 -3.28 1.40
H -1.18 -0.38 1.22
H -0.70 -1.78 0.06
H 1.30 1.72 -0.47
H 0.16 1.91 0.76
H 0.23 2.97 -2.09
H -1.38 2.37 -1.87
H -0.54 3.43 -0.39
H 1.60 -0.07 -1.43
H 0.17 0.71 -2.56
H 0.18 -1.01 -2.23
H -3.09 2.15 0.80
H -2.09 1.31 0.20
O -2.75 1.29 0.85
H -3.57 -2.21 -1.42
H -2.91 -3.58 -1.51
O -2.70 -2.60 -1.37
H 4.40 1.49 -2.07
H 4.28 -0.06 -2.05
O 4.00 0.72 -1.58
H 0.41 -4.14 -1.62
H -0.87 -3.37 -2.02
O 0.02 -3.34 -1.57
H -2.65 0.54 -1.47
H -3.08 1.86 -2.11
O -3.44 1.10 -1.63
H 3.87 1.80 1.32
H 3.46 1.05 0.05
O 3.12 1.38 0.87
H -2.12 0.54 3.67
H -2.12 1.06 2.26
O -1.41 0.94 3.05
*
```

natural (NBO) population analysis, charges in e, atoms 1 to 6:
1. N -0.74
2. C -0.06
3. C -0.64
4. C -0.28
5. N -0.51
6. C -0.24

# 4
A structure of composition C54H61BrCrF4NO4P5Se in a non-equilibrium geometry, computed with the ωB97M-V functional and the def2-TZVPD basis.

The HOMO-LUMO gap (spin up / spin down) is 6.836 / 7.272 eV. The calculation puts the molar mass at 1229.8 g/mol. As for the electronic energy: -287793.0074 eV. Its strongest force on any atom is 1.7 eV/Å.

The geometry in ORCA input format:
```
! wB97M-V def2-TZVPD RIJCOSX def2/J DEFGRID3
* xyz 1 4
Cr 0.18 1.20 -0.07
F 5.17 -5.28 -0.46
C 4.59 -4.10 -0.28
C 5.34 -2.95 -0.09
F 6.67 -3.00 -0.06
C 4.71 -1.72 0.07
F 5.51 -0.68 0.28
C 3.32 -1.57 0.05
P 2.59 0.17 0.15
C 3.60 0.71 1.58
C 4.17 1.97 1.66
C 4.94 2.32 2.75
C 5.14 1.42 3.78
C 4.56 0.17 3.72
C 3.79 -0.19 2.63
C 3.48 0.75 -1.35
C 2.83 0.51 -2.56
C 3.45 0.75 -3.77
C 4.76 1.21 -3.79
C 5.40 1.48 -2.59
C 4.77 1.27 -1.38
C 2.59 -2.75 -0.08
Br 0.71 -2.80 0.07
C 3.21 -3.99 -0.26
F 2.46 -5.08 -0.41
H 4.00 2.70 0.88
H 5.40 3.30 2.80
H 5.75 1.69 4.63
H 4.71 -0.54 4.52
H 3.33 -1.17 2.59
H 1.83 0.09 -2.55
H 2.92 0.57 -4.69
H 5.27 1.37 -4.72
H 6.42 1.83 -2.59
H 5.30 1.49 -0.46
C 0.66 1.06 3.40
P -0.44 0.37 2.09
C -0.59 -1.34 2.73
C -1.99 1.21 2.59
C -2.50 1.04 3.88
C -3.59 1.77 4.31
C -4.19 2.68 3.46
C -3.70 2.86 2.18
C -2.60 2.14 1.73
P -1.97 2.27 0.02
C -3.36 1.47 -0.86
C -2.30 3.97 -0.61
H 0.34 0.72 4.38
H 0.62 2.15 3.38
H 1.68 0.75 3.22
H -1.00 -1.34 3.74
H 0.41 -1.78 2.76
H -1.21 -1.94 2.07
H -2.05 0.33 4.55
H -3.97 1.63 5.32
H -5.04 3.26 3.80
H -4.17 3.59 1.54
H -4.29 1.99 -0.63
H -3.43 0.42 -0.57
H -3.16 1.52 -1.93
H -3.25 4.33 -0.20
H -2.38 3.87 -1.69
H -1.50 4.66 -0.39
Se -0.78 -0.35 -1.61
C -0.37 0.06 -3.45
C -0.08 -1.00 -4.31
C 0.29 -0.71 -5.61
N 0.36 0.53 -6.09
C 0.05 1.53 -5.28
C -0.32 1.36 -3.96
H -0.12 -2.01 -3.95
H 0.56 -1.49 -6.31
H 0.11 2.51 -5.73
H -0.52 2.21 -3.33
C 2.34 6.16 -1.68
C 3.37 5.06 -1.45
C 4.59 5.60 -0.71
C 3.78 4.46 -2.80
O 2.85 3.99 -0.62
P 1.39 3.51 -0.26
O 0.69 2.79 -1.39
O 1.50 2.54 0.90
O 0.52 4.79 0.13
C 0.43 5.44 1.41
C -0.02 6.88 1.15
C 1.77 5.42 2.13
C -0.62 4.72 2.25
H 2.77 6.91 -2.35
H 2.08 6.66 -0.75
H 1.45 5.75 -2.14
H 5.05 6.40 -1.28
H 5.32 4.80 -0.56
H 4.30 5.98 0.27
H 4.14 5.24 -3.46
H 2.93 3.97 -3.26
H 4.57 3.73 -2.65
H 0.80 7.47 0.75
H -0.34 7.33 2.08
H -0.84 6.91 0.44
H 2.51 5.96 1.54
H 2.11 4.40 2.26
H 1.67 5.90 3.10
H -1.63 4.95 1.91
H -0.54 5.02 3.29
H -0.47 3.64 2.19
C -4.08 -1.67 1.90
P -3.11 -1.86 0.33
C -2.62 -3.62 0.35
C -2.60 -4.43 1.48
C -2.21 -5.75 1.38
C -1.83 -6.28 0.15
C -1.82 -5.46 -0.97
C -2.20 -4.14 -0.87
C -4.49 -2.05 -0.88
C -4.24 -1.73 -2.20
C -5.23 -1.87 -3.16
C -6.49 -2.33 -2.79
C -6.74 -2.67 -1.47
C -5.75 -2.53 -0.52
H -4.62 -2.57 2.17
H -4.79 -0.85 1.75
H -3.42 -1.39 2.72
H -2.89 -4.04 2.45
H -2.22 -6.38 2.26
H -1.54 -7.31 0.07
H -1.51 -5.86 -1.92
H -2.18 -3.49 -1.73
H -3.26 -1.37 -2.49
H -5.04 -1.62 -4.19
H -7.26 -2.44 -3.54
H -7.71 -3.05 -1.19
H -5.95 -2.81 0.50
*
```

Löwdin population analysis, charges in e, atoms 1 to 6:
1. Cr 0.05
2. F 0.15
3. C -0.12
4. C -0.12
5. F 0.14
6. C -0.21

# 5
The molecule C2H6N2O2S in a non-equilibrium geometry, computed with the ωB97M-V functional and the def2-TZVPD basis.

The HOMO-LUMO gap is 8.988 eV. The calculation puts the molar mass at 122.1 g/mol. Its SMILES is NS(N)(=O)=C1CO1. As for the electronic energy: -20077.0628 eV. Its energy above the lowest of the compared OMol25 structures with the same formula, charge and spin is 5.0235 eV. Its strongest force on any atom is 1.7 eV/Å.

The geometry in ORCA input format:
```
! wB97M-V def2-TZVPD RIJCOSX def2/J DEFGRID3
* xyz 0 1
N 1.41 0.17 -1.49
S 0.81 0.45 0.03
N 0.87 -1.15 0.64
O 1.80 1.19 0.76
C -1.01 1.04 -0.51
C -1.88 0.59 0.58
O -1.61 -0.21 -0.55
H 2.20 -0.45 -1.52
H 0.69 -0.07 -2.16
H 0.00 -1.63 0.45
H 1.08 -1.13 1.63
H -1.49 0.22 1.52
H -2.89 0.98 0.62
*
```

natural (NBO) population analysis, charges in e, atoms 1 to 6:
1. N -1.04
2. S 1.88
3. N -1.06
4. O -0.91
5. C -0.11
6. C -0.20

# 6
A cluster of 2 separate species, C4H14N3S in total in a non-equilibrium geometry, computed with the ωB97M-V functional and the def2-TZVPD basis.

The HOMO-LUMO gap is 9.772 eV. The calculation puts the molar mass at 136.2 g/mol. As for the electronic energy: -19672.7976 eV. Its energy above the lowest of the compared OMol25 structures with the same formula, charge and spin is 2.8449 eV. Its strongest force on any atom is 5.5 eV/Å.

The geometry in ORCA input format:
```
! wB97M-V def2-TZVPD RIJCOSX def2/J DEFGRID3
* xyz 1 1
C 1.47 -1.54 0.77
C 1.15 1.75 -1.61
C -1.71 1.16 1.33
C -0.62 0.40 -0.69
N 0.21 -2.31 0.54
N -0.13 1.55 -0.96
N -1.67 0.32 0.16
S -0.42 -0.89 -1.91
H 2.28 -2.18 0.56
H 1.38 -0.80 0.00
H 1.56 -0.96 1.67
H 2.03 1.19 -1.08
H 1.20 1.23 -2.54
H 1.38 2.71 -1.79
H -1.85 2.14 1.00
H -2.60 1.02 2.07
H -0.82 0.96 2.09
H 0.42 -3.31 0.36
H -0.47 2.36 -0.47
H -0.46 -2.36 1.31
H -2.23 -0.48 0.08
H -0.10 -1.95 -0.92
*
```

natural (NBO) population analysis, charges in e, atoms 1 to 6:
1. C -0.42
2. C -0.42
3. C -0.46
4. C 0.41
5. N -0.83
6. N -0.53

# 7
A structure of composition C4H7N3O in a non-equilibrium geometry, computed with the ωB97M-V functional and the def2-TZVPD basis.

The HOMO-LUMO gap is 7.954 eV. The calculation puts the molar mass at 113.1 g/mol. As for the electronic energy: -10773.3672 eV. Its energy above the lowest of the compared OMol25 structures with the same formula, charge and spin is 6.3801 eV. Its strongest force on any atom is 7.6 eV/Å.

The geometry in ORCA input format:
```
! wB97M-V def2-TZVPD RIJCOSX def2/J DEFGRID3
* xyz 0 1
C 0.66 -1.45 -1.29
C 0.67 -0.08 -0.39
C -0.63 0.36 0.03
C -1.37 2.33 1.71
H 2.29 -2.78 -1.99
H 2.33 -2.17 -0.26
H -0.20 -2.13 -2.14
H 1.65 0.21 0.21
H -1.94 -0.75 -0.99
H 0.27 1.89 1.33
H -0.59 3.07 2.23
N 1.95 -2.12 -1.15
N -1.82 0.07 -0.37
N -0.66 1.31 1.24
O -2.60 2.25 1.83
*
```

natural (NBO) population analysis, charges in e, atoms 1 to 6:
1. C 0.09
2. C -0.41
3. C 0.38
4. C 0.52
5. H 0.41
6. H 0.40

Question: Which of these has the highest electronic energy?
Answer: C4H7N3O

Question: What is the strongest force on any atom in the third record?
Answer: 5.4 eV/Å